# C5H11N

An isolated molecule of C5H11N (ωB97M-V with the def2-TZVPD basis set, the OMol25 dataset).

Lowest unoccupied orbital energy ... 0.0422 hartree
Total charge ... 0
Energy relative to the best compared isomer or geometry (same formula, charge and spin) ... 1.253 eV
HOMO-LUMO gap ... 0.3314 Eh
SMILES ... CC/C=C/NC
E_tot ... -251.8165 hartree

Atoms and positions in Å:
C (-1.78045, 2.41653, 0.06630)
C (-0.31974, 1.89041, 0.30102)
C (-0.15431, 0.44020, 0.67156)
C (0.17113, -0.45370, -0.26504)
N (0.44386, -1.80884, -0.01218)
C (1.56948, -2.47603, -0.64098)
H (-2.33544, 2.50633, 0.99620)
H (-2.25221, 1.60056, -0.48504)
H (-1.69863, 3.31564, -0.53349)
H (0.14003, 1.94921, -0.68224)
H (0.25371, 2.59023, 0.90971)
H (0.02234, 0.14493, 1.70227)
H (-0.00133, -0.29648, -1.32840)
H (0.23581, -2.11001, 0.92117)
H (1.25763, -2.77425, -1.64874)
H (2.46643, -1.86564, -0.79856)
H (1.85001, -3.33898, -0.04583)

These are the Mulliken partial charges, in e, on atoms 1 to 8:
1 C -1.00
2 C -0.54
3 C -0.51
4 C -0.09
5 N -0.24
6 C -0.85
7 H 0.31
8 H 0.29